1.
Molecular formula: C31H54BN6OPdS
Method: DFT, the ωB97M-V functional and the def2-TZVPD basis

Structure (XYZ):
```
95
Properties=species:S:1:pos:R:3:mulliken_charge:R:1
H 2.295 -2.171 3.408 0.40
N 0.067 2.432 -1.466 0.77
H -2.912 -1.431 3.499 0.52
H 2.285 2.854 -1.564 -0.35
C 2.739 0.302 4.587 -1.84
H 2.445 4.947 1.947 0.57
H -0.767 -2.837 -4.751 0.48
H -0.051 5.686 -3.370 0.34
H 2.367 1.192 5.098 0.35
H 4.197 2.653 -2.489 -0.04
H 3.391 -1.245 2.357 0.34
C -1.420 -3.935 3.134 -0.89
H -2.511 3.857 -2.826 0.49
C 4.367 0.575 -1.884 -0.14
H -4.067 2.222 -0.990 0.36
H 1.712 -1.546 1.849 -0.26
C 0.742 5.007 -3.686 -1.49
C 2.286 2.432 2.530 -1.21
H 3.306 -1.929 -2.973 0.43
C -0.841 -3.399 1.838 -0.78
H 0.196 4.948 0.928 0.30
H -0.247 -2.628 4.371 0.11
Pd -0.379 -0.319 0.574 0.09
C -1.302 -2.771 4.115 -0.44
H -1.448 -3.478 -2.400 0.46
H 3.778 0.484 4.302 0.37
C 0.236 3.563 -3.764 0.54
H -3.836 4.650 -0.505 0.40
C 4.714 1.748 -2.805 -1.24
N 1.820 0.632 -1.642 1.29
N 1.539 0.885 1.104 0.15
C -3.252 1.495 0.842 -1.32
H 5.004 -0.264 -2.180 0.43
H 0.241 -3.271 1.904 0.23
H -4.244 1.290 1.251 0.41
C 2.314 4.476 0.967 0.26
C 1.897 -0.035 3.360 1.92
H 4.457 4.301 0.645 0.33
H -1.344 -0.612 3.696 0.31
H 1.057 1.579 -4.150 0.05
C -2.015 2.668 -0.993 -0.33
O -3.014 -2.135 1.145 -0.83
C -0.451 3.143 -2.488 -0.10
C 3.591 4.765 0.170 -1.35
H 1.559 5.081 -2.963 0.18
C 2.111 3.019 1.288 0.12
H -4.724 3.830 0.792 0.42
C 1.338 2.627 -4.261 -1.28
C 0.347 -2.382 -2.938 0.20
H -2.595 1.827 1.649 0.23
C -3.319 2.546 -0.257 0.69
H 5.789 1.945 -2.772 0.53
H -2.824 0.573 0.448 0.01
H -1.093 -3.976 0.950 0.59
H 2.721 -0.527 5.298 0.45
C -3.756 3.906 0.290 -1.52
H -2.467 -4.204 2.985 0.28
C -0.153 -2.029 -4.343 -1.51
N 0.760 -0.193 -1.849 -0.23
C 2.358 -1.336 2.703 -0.85
H -3.023 4.268 1.016 0.27
H 4.520 0.044 0.218 0.17
H -0.559 3.532 -4.515 0.62
H 1.534 2.824 -5.319 0.60
H -0.760 -1.122 -4.299 0.24
C 1.084 5.111 0.316 -1.17
H 2.266 2.785 -3.717 0.02
H -0.473 -2.943 -1.016 0.04
C 1.913 1.089 2.359 -0.45
C -0.829 -2.667 -2.008 -1.19
H -1.843 -2.958 5.045 0.36
H 3.762 5.843 0.117 0.53
H 2.625 2.925 3.427 0.44
H 4.083 1.725 -0.058 0.14
H 1.234 6.187 0.195 0.47
C 1.238 -1.286 -2.427 -0.26
H 0.680 -1.847 -5.026 0.36
C 2.629 -1.192 -2.568 -0.66
N -0.892 2.115 -0.567 -0.01
H 5.748 1.200 -0.336 0.47
H 4.432 1.535 -3.838 0.33
C -1.789 3.348 -2.205 -1.17
H 0.960 -3.286 -3.014 0.36
C 4.698 0.906 -0.426 -1.19
H -1.450 -1.778 -1.890 0.11
H -0.883 -4.817 3.491 0.41
H 0.887 4.679 -0.664 0.03
N 1.679 2.057 0.445 1.01
C 2.967 0.046 -2.053 0.22
S -1.622 -1.757 1.569 1.20
H 0.862 -0.181 3.688 -0.69
C -1.833 -1.537 3.395 -1.05
B 1.520 2.052 -1.106 -0.39
H 3.516 4.385 -0.848 -0.06
H 1.121 5.337 -4.657 0.47
```

Computed properties:
HOMO-LUMO gap (eV): 6.609
HOMO (Eh): -0.1400
Total charge: -1
E (eV): -59007.79589
LUMO energy (hartree): 0.1028



2.
Molecular formula: C10H11N2S
Method: DFT, the ωB97M-V functional and the def2-TZVPD basis

Structure (XYZ):
```
24
Properties=species:S:1:pos:R:3:nbo_charge:R:1
H -4.710 1.498 1.012 0.24
C 2.694 0.818 0.336 -0.13
C 1.448 0.791 0.717 0.06
H 3.309 1.792 0.346 0.24
H 5.129 -0.876 -1.284 0.23
N 3.443 -0.028 -0.433 -0.48
C -1.555 -0.495 -0.281 -0.27
H 5.178 1.455 1.001 0.13
H -3.992 -0.651 2.005 0.23
H -3.384 2.377 -0.963 0.24
S 5.959 0.435 0.587 0.10
C -3.823 0.970 0.560 -0.16
C -1.975 0.706 -0.879 -0.15
H 0.689 -2.839 -1.095 0.44
N -0.093 -2.198 -1.198 -0.69
C 4.713 -0.281 -0.418 0.01
H -1.516 1.101 -1.824 0.23
C -3.095 1.489 -0.444 -0.19
C -3.430 -0.238 1.221 -0.18
H -0.891 -2.832 -1.450 0.40
C -0.299 -1.083 -0.587 0.46
H 0.499 0.807 0.990 0.21
H -2.037 -1.858 1.186 0.22
C -2.258 -0.860 0.895 -0.19
```

Computed properties:
HOMO-LUMO gap (spin up / spin down) (eV): 8.182 / 5.775
HOMO (spin up / spin down) (Eh): -0.4562 / -0.4294
Total charge: +1
E (eV): -24349.95483
LUMO energy (spin up / spin down) (hartree): -0.1555 / -0.2172



3.
Molecular formula: C26H51INO5S4
Method: DFT, the ωB97M-V functional and the def2-TZVPD basis

Structure (XYZ):
```
88
Properties=species:S:1:pos:R:3:mulliken_charge:R:1
H 0.259 0.593 -5.058 0.38
H 1.962 6.852 1.189 0.03
C -2.782 -0.836 -3.796 0.00
H -0.574 0.542 -2.390 0.33
H -0.923 3.943 -0.975 0.32
H 4.005 -0.438 1.343 0.05
H -2.268 -1.850 2.509 0.38
C 3.290 -4.292 1.216 0.00
H 1.885 9.149 4.305 0.34
H -3.468 2.229 4.075 0.32
H -2.388 -0.987 -2.756 -0.06
C 0.315 -1.567 -2.402 -0.90
O 3.373 5.966 3.613 -0.63
C 4.081 -5.626 0.818 -1.18
H 1.153 -2.046 -2.984 0.57
H 1.426 8.410 1.865 0.34
S 2.206 6.895 3.552 0.53
H 3.668 0.937 -1.982 0.42
I -3.519 -4.458 3.812 0.05
H -3.019 -2.399 -5.444 0.29
H -6.270 1.632 1.471 0.40
H -0.611 -2.162 -2.603 -0.45
C 2.058 -1.553 1.088 0.09
H -2.688 -3.104 -2.453 -0.15
H 4.519 -5.448 -0.204 0.33
H -4.046 -4.479 1.009 0.50
C 3.453 -1.315 1.758 -0.91
H -1.029 -2.737 3.458 0.51
H 2.740 -4.538 2.166 0.28
S 4.448 -2.890 1.491 -0.17
C 0.149 -0.097 -2.968 0.21
S 1.211 4.121 -0.563 1.18
O -3.148 0.016 2.152 -0.63
C 3.347 0.586 -0.957 -1.13
H -4.838 1.098 4.181 0.33
H -5.069 2.729 3.483 0.40
H -2.005 -0.473 -5.809 0.34
C -4.380 1.890 3.587 -1.00
C 2.550 2.948 -0.041 -0.84
H 4.219 0.792 -0.278 0.49
H 3.288 -6.416 0.676 0.35
H -2.460 -4.735 0.063 0.15
H 3.937 -1.536 -0.813 0.38
H 3.616 8.777 4.049 0.30
H 0.162 -1.194 -4.922 0.39
S -3.953 1.261 1.954 0.43
H 1.169 -2.129 3.091 0.39
C 3.005 -0.970 -1.101 -0.94
H 3.172 8.062 1.687 0.32
H -1.779 -3.731 -3.880 0.18
N 1.851 -1.406 -0.289 0.63
C -3.315 -2.224 -4.377 -0.68
C 2.120 1.483 -0.535 0.48
H 3.361 -1.222 2.876 0.52
C -3.007 -4.099 0.809 -0.81
O 1.531 4.642 -1.897 -0.65
H 4.845 -5.916 1.580 0.35
H -1.376 -4.922 2.189 0.56
H 2.772 8.162 5.490 0.33
C 2.667 8.400 4.432 -0.95
H -3.121 -3.029 0.495 0.18
C 2.193 7.635 1.911 -0.53
H -3.705 -0.190 -3.683 0.40
C -0.376 -2.244 1.434 0.98
H 2.497 2.935 1.077 0.40
H -3.498 -4.351 -3.592 0.41
C 0.983 -1.984 1.995 -0.85
H 1.489 1.054 0.288 0.26
C -0.270 -0.240 -4.502 -0.95
H -1.517 -2.258 -0.492 -0.43
C 0.605 -1.663 -0.874 0.28
H 2.552 -4.128 0.378 0.15
H -2.112 1.034 -4.848 0.36
H 2.871 -1.163 -2.201 0.58
C -1.497 -2.673 2.429 -1.20
C -2.126 -4.093 2.143 -0.45
H 1.188 0.350 -2.986 0.11
O -0.242 3.319 -0.654 -0.44
O 1.019 5.192 0.416 -0.65
C -5.623 0.755 1.506 -0.98
H 3.526 3.291 -0.463 0.40
H 1.454 1.639 -1.421 -0.20
C -2.810 -3.467 -3.520 -0.47
H -4.446 -2.244 -4.357 0.35
H -5.589 0.291 0.520 0.30
H -6.001 0.036 2.233 0.32
C -0.526 -2.073 -0.018 0.44
C -1.814 -0.052 -4.774 -0.88
```

Computed properties:
HOMO-LUMO gap (eV): 6.527
HOMO (Eh): -0.3734
Total charge: +1
E (eV): -90947.99600
LUMO energy (hartree): -0.1336